# C6H9N

An isolated molecule of C6H9N (ωB97M-V/def2-TZVPD, the Open Molecules 2025 dataset).

```
16
Properties=species:S:1:pos:R:3:forces:R:3:lowdin_charge:R:1
C 0.754806 0.023867 -2.318620 0.0124 -0.0219 -0.0624 -0.0387
C 0.486312 -0.191694 -0.867429 -0.2693 -0.1290 0.1746 -0.3071
C -0.399865 -0.945712 -0.209588 0.1625 0.3357 -0.0488 -0.0179
C -0.257960 -0.625542 1.261909 0.0215 0.0382 0.1122 -0.3711
C 0.972058 0.259314 1.391372 0.1387 -0.1241 -0.4709 -0.0288
C -1.289421 0.421155 1.797399 -0.2227 -0.0055 0.0171 -0.0865
N 1.241838 0.524438 0.118288 0.1582 0.0646 0.1763 0.0144
H 1.828760 0.002006 -2.539685 -0.1526 -0.0094 0.0658 0.0799
H 0.268742 -0.753821 -2.911587 0.0431 0.1115 0.0704 0.0804
H 0.365030 0.995817 -2.648896 0.0880 -0.1599 0.0689 0.0841
H -1.069297 -1.672523 -0.658375 0.0037 0.2749 0.1028 0.1111
H -0.251830 -1.518104 1.897520 0.0300 0.2768 0.0021 0.1302
H -1.064361 1.412954 1.381809 -0.1130 -0.2476 0.0453 0.0747
H -2.321036 0.182176 1.534749 0.0839 -0.1984 0.0052 0.0725
H -1.200915 0.504253 2.885413 -0.0169 -0.0441 -0.2404 0.0743
H 1.932727 1.214677 -0.142333 0.0324 -0.1617 -0.0182 0.1284
```
Positions in Å, forces in eV/Å.

Results
total charge: 0
frontier orbital gap: 9.16 eV
total energy: -7855.76014 eV

***

# C23H27N3O5S

An isolated molecule of C23H27N3O5S at a distorted geometry (ωB97M-V/def2-TZVPD, the Open Molecules 2025 dataset).

```
59
Properties=species:S:1:pos:R:3:forces:R:3:lowdin_charge:R:1
C -4.125256 1.568757 -5.295594 -0.0979 -0.1266 -0.1376 -0.0900
O -3.420316 2.387072 -4.393555 0.1385 0.1617 0.1933 -0.0827
C -2.601147 1.798062 -3.482465 0.1583 0.0595 0.1864 -0.2732
C -1.957853 2.660781 -2.593845 -0.1755 0.0051 -0.2093 0.0089
C -1.103971 2.166382 -1.632516 -0.0065 -0.2054 -0.0885 -0.0234
C -0.872235 0.800914 -1.531878 0.0495 0.0571 -0.1464 -0.1915
C 0.068659 0.244767 -0.486939 -0.2957 0.0581 0.1142 -0.1771
C -0.620965 -0.740390 0.430508 0.3788 -0.3612 -0.2821 -0.0440
C -1.777225 -0.325316 1.235844 -0.2415 0.0390 0.0735 -0.3494
O -2.489419 0.604738 0.890700 0.2128 -0.0682 0.0425 0.1080
C -2.028879 -1.065713 2.464117 -0.2634 -0.2387 0.6210 -0.3666
S -0.824398 -2.009512 3.286809 -0.7424 0.1296 0.5545 1.1424
C -2.008153 -2.367781 4.518639 0.9449 0.1497 -0.6260 -0.6123
C -1.675849 -3.219048 5.682864 0.1080 -0.1582 0.1493 -0.0791
N -3.162897 -1.837485 4.310177 -0.6866 -0.1458 0.6041 0.0868
C -3.209223 -1.092439 3.183834 0.5859 0.1859 -0.7316 -0.3392
C -4.468312 -0.396971 2.821131 -0.0743 0.0210 -0.0972 -0.0195
C -0.083072 -1.958424 0.219836 -0.2264 0.3345 0.1327 -0.2020
O -0.387382 -3.167782 0.694879 0.1010 0.0155 -0.3138 0.0624
C 1.028625 -1.848079 -0.763388 0.0938 0.0535 0.0269 -0.4024
O 1.697826 -2.794774 -1.143852 0.0425 -0.1646 -0.0521 0.0847
N 1.120516 -0.548992 -1.093202 -0.0492 -0.0389 0.1156 0.0023
C 2.064328 -0.003798 -2.037312 0.5445 -0.1861 -0.1160 -0.0917
C 3.532157 -0.229088 -1.609831 -0.2323 -0.0156 -0.1829 -0.1605
N 3.987342 0.419139 -0.406368 -0.0690 0.0967 0.0806 -0.1655
C 3.525603 -0.143357 0.847233 0.2830 0.1447 0.3157 -0.1580
C 4.392779 0.431148 1.969822 -0.1910 -0.3843 -0.0351 -0.1912
O 4.308346 1.837506 2.005250 -0.1043 0.0948 0.0998 -0.1298
C 4.718200 2.390838 0.777094 -0.0847 0.1950 -0.3508 -0.1966
C 3.868660 1.862607 -0.382048 0.2738 0.0212 0.2906 -0.1669
C -1.509529 -0.055178 -2.415791 0.1665 0.2126 0.1697 -0.0063
C -2.366780 0.430028 -3.386500 -0.2229 0.0299 -0.2398 -0.0042
H -3.445913 1.006475 -5.944645 -0.0283 0.0087 0.0365 0.0947
H -4.788742 0.872909 -4.772495 0.0333 0.0128 -0.0185 0.0960
H -4.722451 2.246904 -5.903067 0.0248 -0.0917 0.0164 0.0926
H -2.150638 3.718386 -2.676541 -0.0274 0.1374 -0.0167 0.1188
H -0.623918 2.847222 -0.945184 0.0603 0.0715 0.1001 0.1186
H 0.496465 1.077836 0.086136 0.0274 -0.0843 -0.0188 0.1585
H -2.533266 -3.265061 6.348454 -0.0112 0.0024 0.0157 0.0829
H -0.819011 -2.813238 6.218079 0.0265 -0.0258 0.0872 0.0779
H -1.420588 -4.225480 5.353553 0.0060 -0.0696 0.0560 0.0796
H -4.455951 0.612242 3.232282 -0.0574 0.0839 -0.0208 0.0938
H -4.561438 -0.309045 1.742024 -0.0765 0.0586 0.0103 0.0770
H -5.313610 -0.934552 3.242211 -0.0404 -0.0197 0.0304 0.0810
H 0.232433 -3.793609 0.274225 -0.0136 0.1166 -0.0223 0.1286
H 1.924787 -0.490904 -3.008950 -0.0186 0.1234 0.0032 0.1353
H 1.849322 1.060079 -2.149655 -0.0514 -0.0642 -0.0447 0.1234
H 3.690096 -1.302581 -1.488947 0.0341 0.0513 -0.1109 0.1148
H 4.165267 0.122077 -2.430858 -0.0457 -0.0854 -0.0510 0.1228
H 3.631558 -1.228728 0.813594 -0.0313 -0.0427 0.0216 0.1318
H 2.473042 0.105127 1.063176 0.0104 -0.0374 0.0264 0.1183
H 4.050686 0.079213 2.944379 0.0433 -0.0352 -0.0494 0.1249
H 5.437162 0.124362 1.811550 -0.0786 -0.0164 0.0234 0.1271
H 4.611234 3.472387 0.877405 0.0440 -0.0471 -0.0521 0.1246
H 5.773042 2.140934 0.589014 -0.0763 0.0471 -0.0175 0.1268
H 4.239507 2.268753 -1.325224 -0.0214 0.0581 -0.0193 0.1286
H 2.826499 2.196709 -0.233292 0.0147 0.0299 -0.0502 0.1197
H -1.337781 -1.120209 -2.346633 -0.0027 -0.1263 -0.0094 0.1263
H -2.847970 -0.266822 -4.054242 -0.0623 -0.0275 -0.0867 0.1035
```
Positions in Å, forces in eV/Å.

Results
SMILES: COc1ccc([C@H]2C(C(=O)c3sc(C)nc3C)=C(O)C(=O)N2CCN2CCOCC2)cc1
total charge: 0
frontier orbital gap: 8.15 eV
total energy: -49832.06718 eV

***

# CH4N3OS

The ion CH4N3OS with charge +1 at a distorted geometry (ωB97M-V/def2-TZVPD, the Open Molecules 2025 dataset).

```
10
Properties=species:S:1:pos:R:3:forces:R:3:lowdin_charge:R:1
C -0.661254 0.662463 0.046541 -2.2069 -0.5793 0.7904 -0.1667
N 0.284049 1.376214 -0.011652 1.7176 -0.3319 -0.3682 0.0548
N 0.653096 -1.394286 0.015505 0.7006 -0.0823 2.2556 -0.3552
N -1.929519 0.508676 0.147085 -1.3703 -0.7421 -5.7312 0.2067
O 1.531306 1.158593 -0.100723 1.6284 0.5779 -0.0936 -0.2663
S 2.066810 -0.692831 0.043058 -0.8052 -0.1141 -1.1098 1.0507
H 0.513941 -1.740769 1.056088 0.2146 0.8193 -2.4481 0.0796
H -2.518762 0.358961 -0.808603 1.9459 0.4403 2.9731 0.2365
H -2.483082 0.465394 0.937694 -0.7482 -0.1483 2.2572 0.1076
H 2.543414 -0.702412 -1.324990 -1.0764 0.1605 1.4745 0.0523
```
Positions in Å, forces in eV/Å.

Results
total charge: +1
frontier orbital gap: 10.35 eV
total energy: -18442.40172 eV

***

# C5H9NO7

A cluster of 2 separate species, C5H9NO7 in total at a distorted geometry (ωB97M-V/def2-TZVPD, the Open Molecules 2025 dataset).

```
22
Properties=species:S:1:pos:R:3:forces:R:3:lowdin_charge:R:1
O -1.280121 -0.127427 -0.715781 0.9533 -0.1478 1.0900 0.1188
C -0.544014 0.088685 0.238084 -1.5187 1.3371 -1.0259 -0.2690
C -0.046427 -0.993848 1.148349 -0.7320 0.1645 -1.7037 -0.4324
O -0.282699 -0.839161 2.465579 -0.0779 3.2031 3.3062 0.0204
N 1.335722 -1.212350 0.798982 2.1172 -2.8840 3.2688 -0.0544
O 1.548800 -1.485708 -0.526246 0.1341 0.5030 -1.8529 -0.0482
C -0.220867 1.504914 0.593779 2.0376 0.4722 0.8471 -0.2381
O 0.813439 1.538017 1.622038 -3.1836 2.4447 0.3473 -0.0132
C 0.193920 2.268191 -0.669067 1.5242 -1.8045 0.6488 -0.1222
O 1.504006 1.722039 -1.037148 -0.5670 1.4562 0.1210 -0.0536
H -0.733747 -1.729279 0.820563 -0.3134 -2.0231 -0.2381 0.1462
H -0.232514 0.161464 2.859437 0.4079 -3.3284 -2.0271 0.2005
H 1.733128 -2.113210 1.337490 -1.3323 2.6615 -1.0831 0.1996
H 0.876599 -2.073231 -0.902289 -0.2781 -0.2309 0.2878 0.0962
H -1.075971 1.921526 1.086929 -0.7487 0.4019 0.0438 0.1600
H 1.454510 0.914019 1.436825 2.3799 -2.0589 -0.9666 0.0296
H -0.545724 1.979083 -1.393525 -0.3430 0.5594 -0.6585 0.1104
H 0.320570 3.336860 -0.487179 -0.0485 -0.2661 -0.2174 0.1339
H 1.486295 0.787788 -1.253800 -0.4194 -0.3075 -0.0764 0.0598
O -2.788561 -1.102668 -2.913579 -2.0726 1.9590 -1.4907 0.2366
C -2.106268 -1.895841 -2.484493 -0.6926 1.2531 -0.2147 -0.4996
O -1.410076 -2.649866 -2.024947 2.7737 -3.3644 1.5943 0.2188
```
Positions in Å, forces in eV/Å.

Results
SMILES: O=C([C@H](O)NO)[C@@H](O)CO.O=C=O
total charge: 0
frontier orbital gap: 10.10 eV
total energy: -21150.77246 eV

***

# C26H66ClNO11S

A cluster of 8 separate species, C26H66ClNO11S in total at a distorted geometry (ωB97M-V/def2-TZVPD, the Open Molecules 2025 dataset).

```
106
Properties=species:S:1:pos:R:3:forces:R:3:lowdin_charge:R:1
N -2.712747 -0.364936 0.085613 0.6614 -0.0053 0.2296 0.2049
C -1.482400 -0.155880 -0.498207 -0.2724 1.0411 -0.6632 -0.6069
O -1.215059 0.834343 -1.160056 -0.0108 -1.0037 0.6765 0.0774
O -0.617740 -1.186885 -0.298716 -0.2624 0.2035 0.1971 -0.0301
C 0.661153 -0.740685 0.157232 0.3606 -0.1474 -0.0052 -0.1626
C 0.656192 -0.666371 1.678580 0.0470 -0.0824 -0.2721 -0.1484
C 1.742821 0.260151 2.236490 -0.1960 -0.4729 0.0602 -0.1979
C 1.246812 1.410409 3.099836 0.3801 0.1060 -0.0095 -0.2742
S -0.011262 2.374118 2.288958 0.1850 0.2606 -0.3341 0.3481
O -1.300559 1.759465 2.370634 -0.1892 -0.0143 0.2167 -0.3392
O 0.463125 2.803972 1.012516 0.1751 -0.0203 0.1813 -0.3133
Cl -0.080715 4.042210 3.487284 0.0621 -0.2496 0.0861 0.4212
H -3.139480 0.512639 0.338674 -0.3632 0.0777 -0.3298 0.0977
H -2.690009 -1.001857 0.867496 -0.0139 -0.1733 -0.0965 0.1064
H 1.382336 -1.465602 -0.202894 0.0954 -0.1701 -0.0619 0.1350
H 0.926011 0.219557 -0.275721 -0.2302 0.1996 -0.1545 0.1117
H 0.777129 -1.672753 2.064085 0.0240 -0.1606 0.1693 0.1205
H -0.333149 -0.346909 1.985815 -0.1398 0.1183 0.1077 0.0916
H 2.393376 0.638948 1.455283 -0.0618 0.1840 -0.2722 0.1220
H 2.385671 -0.323761 2.880175 0.2272 0.0477 0.2820 0.0917
H 2.068948 2.096308 3.274404 0.0411 0.2487 0.0378 0.0926
H 0.881598 1.092774 4.068900 -0.3645 -0.0711 0.0775 0.1159
C -1.089885 -2.324449 -3.199956 0.0744 0.0890 -0.1163 -0.0580
C -0.351573 -3.588146 -3.608002 -0.3885 -0.0312 0.1908 -0.4850
C -1.312870 -4.650834 -4.116059 0.0625 -0.1357 -0.0370 -0.0597
O 0.401720 -4.093088 -2.503459 0.2185 0.0383 -0.1491 -0.0516
H -1.790734 -2.539111 -2.389250 -0.0587 -0.0470 -0.0322 0.0804
H -0.389777 -1.576177 -2.835731 0.0320 0.0480 -0.0341 0.0645
H -1.648468 -1.900704 -4.036878 -0.0068 -0.0228 -0.0010 0.0856
H 0.378103 -3.351688 -4.383646 0.1044 -0.0267 0.0626 0.1370
H -2.020779 -4.928802 -3.329744 -0.0296 0.0585 0.0043 0.0652
H -0.774263 -5.555088 -4.401652 0.0253 0.0264 -0.0314 0.0820
H -1.876593 -4.292668 -4.979745 -0.0048 0.0117 0.0072 0.0810
H -0.223324 -4.307368 -1.803883 -0.0533 -0.0097 0.0489 0.0844
C 5.772073 1.617967 4.115037 -0.1393 0.0781 -0.0336 -0.0522
C 5.194562 0.614581 5.101898 0.3531 -0.1082 -0.2086 -0.4825
C 6.278308 -0.266507 5.697932 -0.0287 -0.1250 0.1374 -0.0547
O 4.211559 -0.198557 4.454588 -0.2357 0.1547 0.0640 -0.0642
H 6.260135 1.096766 3.287143 0.0519 -0.0380 0.0443 0.0684
H 4.982534 2.240185 3.690294 0.0032 0.0238 0.0377 0.0723
H 6.505231 2.268300 4.593778 0.0146 -0.0034 -0.0060 0.0838
H 4.669142 1.146026 5.896466 -0.1300 -0.0514 -0.0239 0.1363
H 6.769513 -0.837392 4.907075 0.0413 0.0912 -0.0263 0.0553
H 5.846700 -0.982420 6.398366 -0.0291 0.0591 0.0423 0.0817
H 7.030318 0.324132 6.224212 -0.0068 0.0174 -0.0165 0.0835
H 4.656328 -0.685093 3.751375 0.1075 -0.0699 0.0355 0.0878
C -5.657730 -4.480030 -2.918332 0.1239 0.0835 0.0114 -0.0571
C -4.940267 -5.757821 -3.326125 -0.3916 -0.0087 0.2047 -0.5058
C -5.914116 -6.815010 -3.823652 0.1028 -0.1011 -0.0479 -0.0624
O -4.178483 -6.264691 -2.228868 0.2269 0.0500 -0.1889 -0.0608
H -6.355053 -4.678942 -2.099788 -0.0562 -0.0426 -0.0457 0.0811
H -4.943263 -3.735760 -2.565255 0.0183 0.0026 -0.0396 0.0750
H -6.217915 -4.055247 -3.752199 -0.0193 -0.0053 0.0062 0.0809
H -4.217631 -5.531652 -4.110450 0.0993 -0.0428 0.0460 0.1214
H -6.619348 -7.085943 -3.033092 -0.0447 0.0748 -0.0016 0.0801
H -5.380291 -7.721264 -4.110329 0.0209 0.0220 -0.0272 0.0792
H -6.481738 -6.457857 -4.683859 -0.0168 0.0075 0.0123 0.0796
H -4.792325 -6.472353 -1.518187 -0.0419 -0.0145 0.0606 0.0835
C 9.222749 -2.001606 1.066378 -0.1263 -0.0904 -0.0683 -0.0611
C 8.392126 -1.102128 1.967557 0.4263 -0.0824 0.1109 -0.4977
C 9.239895 -0.002045 2.589379 -0.1220 0.0714 0.0637 -0.0569
O 7.758823 -1.876176 2.990575 -0.2256 0.1214 -0.1489 -0.0697
H 10.012711 -2.491587 1.641874 0.0456 0.0703 0.0151 0.0823
H 8.602275 -2.783842 0.629379 -0.0214 0.0274 -0.0188 0.0806
H 9.686746 -1.433650 0.259447 0.0165 0.0045 0.0085 0.0817
H 7.581588 -0.656738 1.388825 -0.0888 -0.0391 0.0517 0.1353
H 10.030253 -0.435120 3.208405 0.0445 -0.0335 -0.0631 0.0846
H 8.633112 0.635036 3.233437 -0.0117 0.0130 -0.0254 0.0607
H 9.704780 0.619800 1.823659 0.0161 -0.0086 -0.0013 0.0833
H 8.451504 -2.283567 3.520104 0.0429 -0.0560 0.0270 0.0892
C -2.084301 3.995132 -1.132657 -0.1031 -0.0743 -0.0848 -0.0611
C -2.820119 4.745003 -0.036511 0.4160 -0.0919 0.0074 -0.4678
C -1.889131 5.678457 0.721448 -0.0943 0.0675 0.0916 -0.0604
O -3.417520 3.816887 0.878106 -0.3093 -0.0916 0.0190 -0.0667
H -1.293756 3.372200 -0.708865 0.0111 0.0915 -0.0192 0.0483
H -2.763464 3.329359 -1.665690 -0.0190 0.0236 -0.0199 0.0851
H -1.638273 4.685882 -1.850781 0.0066 0.0174 0.0145 0.0812
H -3.641900 5.318305 -0.467156 -0.1264 -0.0736 0.0870 0.1378
H -1.084818 5.109226 1.195391 -0.0252 0.0644 -0.1823 0.0215
H -2.430104 6.204587 1.509394 -0.0210 0.0159 -0.0176 0.0817
H -1.441519 6.415363 0.053524 0.0197 -0.0073 -0.0142 0.0837
H -2.705089 3.302246 1.275648 0.0427 -0.0488 0.0309 0.0469
C -7.217811 3.717830 1.346802 -0.0530 0.0612 -0.0772 -0.0608
C -7.090927 2.214694 1.145633 0.2457 0.2000 0.2408 -0.5003
C -6.810597 1.500609 2.460226 -0.0226 -0.1360 -0.0221 -0.0641
O -6.063820 1.931042 0.201800 -0.0829 -0.2180 -0.0440 -0.0597
H -6.283183 4.127100 1.738566 0.0090 -0.0451 0.0470 0.0751
H -7.418847 4.212870 0.396438 -0.0320 -0.0251 -0.0073 0.0788
H -8.022929 3.959253 2.043410 0.0069 -0.0049 0.0044 0.0769
H -8.012629 1.825383 0.710322 0.0258 -0.0421 -0.0776 0.1344
H -5.865938 1.849744 2.886505 -0.0258 0.0853 0.0103 0.0790
H -6.721718 0.425573 2.298814 -0.0420 -0.0031 -0.0163 0.0754
H -7.603684 1.679458 3.188225 0.0129 0.0092 0.0095 0.0769
H -5.237357 2.273555 0.563709 0.1061 0.2844 -0.1004 0.0514
C 0.639636 3.242950 -3.996243 0.0518 0.1086 0.0839 -0.0573
C 1.223719 1.964286 -4.573433 -0.3440 -0.0466 0.2187 -0.4927
C 0.127929 1.006435 -5.016632 0.0456 -0.1053 -0.0635 -0.0600
O 2.064523 1.332174 -3.607845 0.1762 0.0138 -0.1331 -0.0545
H 0.034673 3.010123 -3.115356 -0.0705 -0.0332 -0.0492 0.0663
H 1.430698 3.922938 -3.677774 0.0345 -0.0151 -0.0552 0.0802
H 0.008764 3.758074 -4.722605 -0.0170 -0.0144 -0.0001 0.0809
H 1.866384 2.202398 -5.422147 0.1176 -0.0454 0.0446 0.1345
H -0.496716 0.725687 -4.164111 -0.0267 0.0885 0.0190 0.0675
H 0.561454 0.091671 -5.423256 0.0228 0.0211 -0.0274 0.0780
H -0.510261 1.458635 -5.777578 -0.0109 0.0068 0.0061 0.0797
H 1.510214 1.113940 -2.850743 -0.0751 -0.0045 0.0535 0.0716
```
Positions in Å, forces in eV/Å.

Results
SMILES: NC(=O)OCCCCS(=O)(=O)Cl.CC(C)O.CC(C)O.CC(C)O.CC(C)O.CC(C)O.CC(C)O.CC(C)O
total charge: 0
frontier orbital gap: 9.95 eV
total energy: -75403.13913 eV

***

no.,LUMO level (eV)
1,0.93
2,-0.23
3,-4.87
4,0.24
5,0.17